Below is an isolated molecule of C4H4N2O2 in a non-equilibrium geometry, with properties calculated with ωB97M-V/def2-TZVPD.

```
12
Properties=species:S:1:pos:R:3:forces:R:3:nbo_charge:R:1
C -2.144072 -0.276225 -0.039431 2.06 1.68 0.52 0.167
N -1.396100 -1.352894 -0.003396 2.07 0.81 -0.34 -0.433
C -0.076164 -0.829609 -0.024138 -0.60 0.28 1.14 0.291
C -0.026249 0.519623 0.094202 -2.67 -1.21 -1.26 0.312
N -1.377533 0.935468 0.015655 1.07 -0.37 -0.07 -0.563
O 1.222433 1.057823 -0.027519 -0.92 0.06 0.19 -0.469
C 2.011888 -0.133038 0.004595 3.10 -0.46 -0.40 0.233
O 1.260145 -1.324953 -0.010008 -2.16 -0.13 -0.51 -0.480
H -3.190899 -0.186007 0.148771 -0.45 -0.32 -0.28 0.201
H -1.678887 1.887047 -0.213085 0.01 -0.83 0.35 0.426
H 2.640545 -0.173464 0.907742 -0.40 0.39 0.09 0.155
H 2.754892 -0.123771 -0.853391 -1.12 0.10 0.57 0.160
```
Forces are in eV/Å.

Summary:
LUMO level   0.0273 Eh
HOMO level   -0.2876 Eh
SMILES   c1nc2c([nH]1)OCO2
Max |F|   0.062 hartree/bohr
Charge   0
Orbital gap   0.315 Eh


Below is an isolated molecule of C4H5NO2, with properties calculated with ωB97M-V/def2-TZVPD.

```
12
Properties=species:S:1:pos:R:3:forces:R:3:nbo_charge:R:1
O -1.138864 -1.087174 1.258995 0.08 -0.23 -0.54 -0.494
C -0.906779 -1.464874 0.139143 -0.08 0.10 0.39 0.415
C 0.319691 -1.037894 -0.647415 -0.04 0.04 0.00 -0.327
N 1.034811 0.094463 -0.099349 -0.10 0.22 0.15 -0.605
C 0.425794 1.283430 0.153435 -0.10 0.01 0.43 0.453
C -0.562535 2.071394 0.448479 -0.11 -0.18 -0.19 -0.119
O 1.035867 2.408535 0.590062 0.21 -0.16 0.01 -0.532
H -1.575520 -2.178272 -0.388050 0.04 0.06 0.08 0.112
H 1.005282 -1.897974 -0.660980 -0.14 0.16 -0.04 0.235
H 0.053687 -0.856883 -1.695551 -0.06 0.05 0.18 0.224
H 1.616386 -0.130788 0.699402 0.26 0.00 -0.21 0.407
H -1.307820 2.796038 0.201827 0.02 -0.04 -0.25 0.230
```
Forces are in eV/Å.

Summary:
LUMO level   0.0235 Eh
HOMO level   -0.2888 Eh
SMILES   O=CCNC1=CO1
Max |F|   0.012 hartree/bohr
Charge   0
Orbital gap   0.312 Eh


Below is a cluster of 2 separate species, CH5N2S2 in total in a non-equilibrium geometry, with properties calculated with ωB97M-V/def2-TZVPD.

```
10
Properties=species:S:1:pos:R:3:forces:R:3:nbo_charge:R:1
C -1.645256 0.544608 0.247756 0.72 -0.64 1.80 0.019
N 0.056780 -0.540400 -0.998005 1.45 -0.10 -0.73 -1.062
N -0.905904 1.551699 0.650462 -0.85 -1.34 -0.24 -0.703
S -2.910070 0.093502 -0.757060 -0.31 0.14 0.05 0.388
S -2.213344 -0.899122 1.023901 -0.16 0.55 -0.41 0.320
H 0.734162 0.244302 -0.995575 -0.43 -0.65 -0.25 0.371
H -0.123754 -0.759283 -1.992080 0.05 0.26 0.60 0.392
H -0.878159 2.278950 -0.024187 0.57 1.21 -0.05 0.429
H 0.616735 -1.344445 -0.672995 -0.45 0.38 -0.01 0.393
H -0.263154 1.477261 1.453474 -0.61 0.19 -0.75 0.453
```
Forces are in eV/Å.

Summary:
LUMO level   -0.2038 Eh
HOMO level   -0.5093 Eh
Max |F|   0.040 hartree/bohr
Charge   +1
Orbital gap   0.305 Eh


Below is an isolated molecule of C4H11N3, with properties calculated with ωB97M-V/def2-TZVPD.

```
18
Properties=species:S:1:pos:R:3:forces:R:3:nbo_charge:R:1
C -0.614771 -1.695680 0.168930 0.03 0.39 -0.18 -0.635
C 0.096056 -0.519117 -0.476647 -0.04 -0.44 -0.28 0.112
N -0.525101 0.813480 -0.429354 0.05 -0.08 0.11 -0.449
C -1.840090 0.990368 0.127963 0.05 0.02 0.02 -0.415
C 0.615582 1.292458 0.346929 0.20 0.39 0.10 -0.043
N 1.240655 -0.031560 0.322184 -0.14 -0.11 -0.10 -0.295
N 2.533009 -0.075863 -0.215379 0.29 -0.08 -0.21 -0.659
H 0.029865 -2.569913 0.122930 0.05 -0.09 -0.03 0.220
H -0.826388 -1.479184 1.211882 -0.05 -0.01 0.11 0.215
H -1.542456 -1.913388 -0.353916 -0.13 -0.13 -0.04 0.210
H 0.363945 -0.768272 -1.520215 0.14 -0.05 0.21 0.155
H -2.557259 0.441740 -0.480022 -0.14 0.05 0.04 0.202
H -1.925738 0.660583 1.172893 -0.06 0.01 0.02 0.165
H -2.082211 2.052109 0.079112 -0.16 -0.03 0.03 0.205
H 0.389490 1.621616 1.369224 -0.09 0.11 -0.05 0.165
H 1.185894 2.071059 -0.174120 0.09 -0.05 0.11 0.171
H 2.539026 0.108726 -1.224289 -0.08 -0.12 0.17 0.322
H 2.920492 -0.999161 -0.048105 -0.02 0.21 -0.03 0.355
```
Forces are in eV/Å.

Summary:
LUMO level   0.0417 Eh
HOMO level   -0.2990 Eh
SMILES   C[C@H]1N(C)CN1N
Max |F|   0.010 hartree/bohr
Charge   0
Orbital gap   0.341 Eh


Below is a structure of composition C27H34BrF12N9O6S3SbSn, with properties calculated with ωB97M-V/def2-TZVPD.

```
94
Properties=species:S:1:pos:R:3:forces:R:3:lowdin_spin:R:1
Sn 1.034073 1.823796 -0.591304 0.17 0.04 -0.25 -0.001
O -4.103761 -0.678730 -1.699463 0.00 -0.05 -0.14 0.002
C -3.358565 -1.201411 -2.727755 -0.10 0.06 0.08 0.007
C -3.966278 -2.059582 -3.634933 -0.02 -0.02 0.00 -0.001
C -3.229790 -2.597412 -4.676078 -0.01 0.00 0.01 0.007
C -1.885386 -2.274826 -4.829692 0.01 0.02 0.01 0.000
C -1.281687 -1.430541 -3.916288 -0.05 -0.07 -0.01 0.007
C -2.007008 -0.901604 -2.856657 0.01 0.02 -0.01 0.016
C -1.314813 -0.048569 -1.815758 -0.08 -0.21 -0.08 0.020
O -0.432189 0.877687 -2.321906 0.15 0.25 0.23 0.000
N -0.643722 -1.040637 -0.922440 0.15 -0.03 0.17 0.318
N 0.608355 -1.239605 -0.799940 -0.09 -0.05 -0.13 0.050
C 0.970031 -2.216141 0.039434 -0.12 0.08 -0.05 0.134
C 2.293716 -2.657521 0.164507 0.02 0.05 0.03 0.024
Br 3.587480 -2.020925 -1.036101 0.05 -0.04 0.05 0.000
C 2.677687 -3.636293 1.056985 0.01 0.00 -0.02 0.228
C 1.913126 -4.173814 2.159005 0.01 -0.04 -0.04 0.025
C 2.094576 -5.524017 2.498429 0.00 0.00 0.01 0.043
C 1.348433 -6.091761 3.511733 0.00 0.00 0.00 -0.003
C 0.440883 -5.315594 4.227416 -0.01 0.00 0.00 0.052
C 0.293555 -3.964858 3.940580 0.00 0.00 0.01 -0.005
C 1.029081 -3.396567 2.916083 -0.01 0.04 0.00 0.043
H -4.032531 0.290944 -1.754694 0.02 0.06 -0.01 0.000
H -5.019317 -2.275642 -3.515545 0.00 0.00 0.00 0.000
H -3.711590 -3.258969 -5.384168 0.00 0.00 0.00 0.000
H -1.319572 -2.676712 -5.659734 0.00 -0.01 0.00 0.000
H -0.242426 -1.154587 -4.019222 0.07 0.01 0.01 0.000
H -2.032255 0.409852 -1.133871 0.00 -0.06 -0.03 0.008
H -1.309928 -1.618450 -0.402390 0.03 0.02 0.04 0.003
H 0.201321 -2.748324 0.598524 0.01 0.03 0.04 0.002
H 3.658528 -4.070011 0.896683 -0.01 -0.02 -0.02 0.008
H 2.806343 -6.122821 1.943412 0.00 0.00 0.00 0.001
H 1.477461 -7.137751 3.755028 0.00 0.00 0.00 -0.001
H -0.133426 -5.762095 5.028484 0.00 0.00 0.00 0.003
H -0.377008 -3.344731 4.522496 0.01 -0.01 -0.01 -0.001
H 0.986198 -2.333773 2.741891 -0.03 0.17 -0.02 0.000
F 4.436388 -0.484588 3.743392 0.02 -0.01 -0.03 0.000
C 4.479061 0.724068 3.177063 -0.02 0.04 0.01 0.000
F 4.488045 1.642588 4.135183 -0.01 -0.03 0.00 0.000
F 5.590626 0.816989 2.464031 0.00 0.04 0.00 0.000
S 2.972933 0.927443 2.084622 -0.19 0.07 0.10 0.000
O 2.008252 0.014123 2.636814 0.02 -0.06 0.03 0.000
O 3.443264 0.679535 0.741663 0.02 -0.07 0.03 0.000
N 2.445399 2.399415 2.289118 0.41 -0.02 -0.18 0.000
S 3.163843 3.562022 1.459399 -0.11 -0.03 0.27 0.000
O 4.582107 3.637612 1.610319 -0.03 0.00 -0.02 0.000
O 2.617923 3.679626 0.114114 -0.11 -0.09 0.00 -0.001
C 2.441663 4.990257 2.373327 -0.03 0.02 -0.02 0.000
F 2.783476 4.941723 3.654260 0.01 0.00 -0.02 0.000
F 2.917091 6.109978 1.835500 -0.02 -0.02 0.00 0.000
F 1.115963 4.985002 2.271191 0.02 -0.01 0.00 0.000
C -3.041857 0.664146 1.361548 0.02 0.00 0.03 0.000
N -3.735109 0.842573 2.637326 -0.01 0.00 -0.02 0.001
C -3.389957 -0.279708 3.509447 0.03 0.01 0.02 0.000
N -1.943515 -0.385467 3.745387 -0.06 0.00 -0.01 0.000
C -1.286635 -0.520940 2.446085 0.04 -0.06 0.02 0.000
N -1.582526 0.582803 1.532806 -0.02 0.01 -0.05 0.008
C -1.129440 1.827728 2.194335 0.03 -0.10 0.03 0.000
N -1.788764 2.030686 3.483542 -0.04 -0.03 -0.03 0.001
C -3.234946 2.074828 3.257760 0.02 0.01 0.01 0.000
C -1.487384 0.883280 4.337866 0.03 0.00 0.01 0.000
H -3.265646 1.505666 0.702797 -0.01 0.00 0.00 0.000
H -3.400819 -0.258483 0.892878 -0.01 0.01 -0.01 0.000
H -3.742730 -1.207245 3.051093 0.00 0.00 0.00 0.000
H -3.892715 -0.151616 4.469988 -0.01 0.00 0.00 0.000
H -1.619990 -1.464358 1.991578 -0.01 -0.02 0.01 0.000
H -0.208149 -0.546610 2.599502 0.02 -0.04 0.00 0.000
H -1.344074 2.669399 1.536196 -0.02 0.01 0.01 0.000
H -0.052994 1.751691 2.357166 -0.02 0.08 0.03 0.000
H -3.466295 2.918041 2.605140 -0.01 0.00 0.00 0.000
H -3.740840 2.219047 4.214507 0.00 0.00 0.00 0.000
H -1.980156 1.015110 5.303123 0.00 0.00 0.00 0.000
H -0.408090 0.832188 4.495405 -0.01 -0.01 -0.01 0.000
C 0.841480 2.697304 -5.671829 0.13 -0.09 -0.35 0.000
N 1.512781 2.581026 -4.388435 0.14 -0.28 0.03 0.000
C 2.019419 1.455749 -3.911807 -0.11 0.22 -0.19 0.000
S 2.899443 1.437813 -2.429672 0.14 -0.05 0.20 0.000
N 1.901091 0.346841 -4.650416 -0.04 -0.03 0.07 0.000
C 2.410050 -0.949053 -4.234182 -0.02 0.04 -0.06 0.000
H 0.632999 3.746855 -5.848699 0.06 -0.10 -0.05 0.000
H -0.113801 2.166138 -5.669107 0.18 0.07 -0.09 0.000
H 1.494800 2.322724 -6.461916 0.07 -0.02 -0.01 0.000
H 1.455721 3.355654 -3.743466 0.10 0.01 -0.09 0.000
H 1.213862 0.363727 -5.387361 0.07 0.05 -0.09 0.000
H 3.482224 -0.892213 -4.061214 0.02 -0.01 -0.01 0.000
H 2.217819 -1.659647 -5.035728 -0.01 0.00 0.00 0.000
H 1.936230 -1.289496 -3.313619 -0.01 0.01 -0.01 0.000
F -1.521539 2.522348 -0.770120 -0.03 0.07 -0.08 0.001
Sb -1.483215 2.704531 -2.748589 -0.52 0.22 0.39 0.000
F -2.453317 4.273098 -2.365058 0.01 -0.04 -0.11 0.000
F 0.358730 3.318575 -1.985307 0.09 -0.03 -0.06 0.000
F -0.700962 3.884711 -4.053144 -0.30 0.19 0.34 0.000
F -1.657977 1.715112 -4.390448 -0.13 -0.04 0.05 0.000
F -3.208839 1.841645 -2.498106 0.04 -0.13 0.03 0.000
```
Forces are in eV/Å.

Summary:
LUMO level (alpha / beta)   -0.0638 / -0.1333 Eh
HOMO level (alpha / beta)   -0.3204 / -0.3203 Eh
⟨S²⟩   0.812
Max |F|   0.013 hartree/bohr
Charge   0
Spin multiplicity   2
Orbital gap (alpha / beta)   0.257 / 0.187 Eh